i.
Molecular formula: C5H11NOS
Method: DFT, ωB97M-V with the def2-TZVPD basis set

Results
- gap between HOMO and LUMO (hartree) = 0.32647
- total charge = 0
- structure (SMILES) = CCOC(=S)CNC

Geometry as XYZ:
```
19
C5H11NOS (ωB97M-V with the def2-TZVPD basis set)
C 1.958 -0.493 -0.708
C 1.397 -1.205 0.420
C -1.001 -1.084 0.222
C -1.178 0.226 1.092
C -1.360 1.819 -0.637
H 3.081 -0.569 -0.418
H 1.768 0.556 -0.954
H 2.062 -1.120 -1.710
H 1.528 -0.707 1.425
H 2.043 -2.083 0.503
H -2.208 0.330 1.135
H -0.825 -0.065 1.989
H 0.514 1.056 -0.123
H -2.459 1.902 -0.030
H -1.037 2.688 -1.116
H -1.743 0.944 -1.317
N -0.370 1.409 0.421
O 0.117 -1.784 0.175
S -2.287 -1.821 -0.368
```

ii.
Molecular formula: C5H11NOS
Method: DFT, ωB97M-V with the def2-TZVPD basis set

Results
- gap between HOMO and LUMO (alpha / beta) (hartree) = 0.26391 / 0.31594
- total charge = 0

Geometry as XYZ:
```
19
C5H11NOS (ωB97M-V with the def2-TZVPD basis set)
C 0.073 1.300 -0.181
C -1.979 0.837 1.243
C -0.506 1.058 1.211
C 0.303 -0.151 1.713
C 1.263 -1.949 -1.840
N 0.432 -1.222 -1.023
O -0.480 0.570 -2.670
S -0.581 -0.050 -1.331
H -0.368 2.211 -0.733
H 1.229 1.317 -0.142
H -2.388 0.004 1.615
H -2.613 1.743 0.954
H -0.346 1.906 1.818
H 0.329 -0.348 2.856
H 1.279 0.180 1.366
H -0.067 -0.984 1.188
H 1.502 -2.779 -1.159
H 2.158 -1.339 -2.084
H 0.760 -2.304 -2.802
```

Energies in kJ/mol, measured from the most stable structure: i 0.0; ii 181.6.

i.
Molecular formula: H4NO2P2
Method: DFT, ωB97M-V with the def2-TZVPD basis set

Results
- gap between HOMO and LUMO (alpha / beta) (hartree) = 0.24879 / 0.24881
- total charge = -1

Geometry as XYZ:
```
9
H4NO2P2 (ωB97M-V with the def2-TZVPD basis set)
N -0.536 -0.962 -1.510
O -0.591 -2.109 0.817
O -1.964 0.941 1.503
P 1.294 0.340 0.769
P -0.307 -0.800 0.129
H -1.250 -1.612 -1.636
H -0.344 -0.364 -2.347
H 1.295 -0.288 1.980
H -2.439 0.418 2.348
```

ii.
Molecular formula: H4NO2P2
Method: DFT, ωB97M-V with the def2-TZVPD basis set

Results
- gap between HOMO and LUMO (hartree) = 0.30615
- total charge = -1

Geometry as XYZ:
```
9
H4NO2P2 (ωB97M-V with the def2-TZVPD basis set)
N -1.140 0.951 -0.481
O 1.473 1.172 -0.690
O 0.361 -0.641 -2.119
P 0.079 -1.286 0.873
P 0.404 0.155 -0.859
H -1.311 1.415 0.358
H -2.020 0.429 -0.776
H 0.126 -0.614 2.222
H 2.026 -1.581 1.472
```

Energies in kJ/mol, measured from the most stable structure: i 194.4; ii 0.0.

i.
Molecular formula: CH9N3O2
Method: DFT, ωB97M-V with the def2-TZVPD basis set

Results
- gap between HOMO and LUMO (hartree) = 0.37615
- total charge = 0
- structure (SMILES) = N=C(N)N.O.O

Geometry as XYZ:
```
15
CH9N3O2 (ωB97M-V with the def2-TZVPD basis set)
N -0.163 -2.078 -0.012
C -0.205 -0.800 -0.629
N 0.503 -0.967 -1.855
N -0.973 0.148 -0.343
H -0.523 -2.030 0.901
H 0.300 -2.828 -0.628
H 0.057 -1.288 -2.774
H 0.829 -0.033 -2.153
H -1.608 0.067 0.507
H 1.319 0.463 2.608
H 2.121 -0.016 3.796
O 1.269 0.326 3.551
H -0.732 3.770 -1.337
H -1.108 2.155 -0.960
O -1.087 3.109 -0.671
```

ii.
Molecular formula: CH9N3O2
Method: DFT, ωB97M-V with the def2-TZVPD basis set

Results
- gap between HOMO and LUMO (hartree) = 0.33586
- total charge = 0

Geometry as XYZ:
```
15
CH9N3O2 (ωB97M-V with the def2-TZVPD basis set)
C 0.611 1.290 0.750
N -0.123 1.779 -0.323
N -0.174 0.692 1.727
H -0.650 -0.147 1.390
H 0.434 2.347 -0.946
H -0.553 1.019 -0.860
H 0.340 0.491 2.574
H 1.270 2.050 1.169
H 0.742 -0.799 -0.544
N -0.315 -1.035 -1.061
O -0.162 -1.972 -2.083
O -1.085 -1.626 0.024
H -2.009 -1.476 -0.231
H 0.304 -2.760 -1.744
H 1.370 0.148 0.157
```

Energies in kJ/mol, measured from the most stable structure: i 0.0; ii 402.7.

i.
Molecular formula: C4H11N2
Method: DFT, ωB97M-V with the def2-TZVPD basis set

Results
- gap between HOMO and LUMO (hartree) = 0.35152
- total charge = +1

Geometry as XYZ:
```
17
C4H11N2 (ωB97M-V with the def2-TZVPD basis set)
C 2.942 1.159 0.527
C 1.257 -1.886 -0.423
C -2.139 0.897 0.563
C 1.170 -0.495 -0.123
N 2.097 0.262 0.319
N -1.346 0.757 -0.729
H 3.218 1.664 -0.379
H 3.318 1.599 1.430
H 2.237 -2.158 0.043
H 0.342 -2.510 -0.127
H 1.352 -1.909 -1.455
H -1.301 1.115 1.330
H -3.025 1.532 0.637
H -2.601 -0.114 0.822
H 0.097 -0.039 -0.418
H -1.999 0.345 -1.506
H -1.218 1.756 -0.992
```

ii.
Molecular formula: C4H11N2
Method: DFT, ωB97M-V with the def2-TZVPD basis set

Results
- gap between HOMO and LUMO (hartree) = 0.37527
- total charge = +1

Geometry as XYZ:
```
17
C4H11N2 (ωB97M-V with the def2-TZVPD basis set)
C 0.680 2.071 0.789
C 0.202 1.656 -1.538
N 0.186 1.274 -0.332
H 1.211 1.420 1.476
H -0.178 2.503 1.306
H 1.323 2.862 0.425
H 0.559 2.648 -1.794
H -0.150 0.971 -2.297
H -0.221 0.292 -0.115
C -0.579 -2.153 -0.743
C -0.302 -1.620 1.508
N -0.663 -1.199 0.374
H -1.549 -2.631 -0.852
H 0.195 -2.900 -0.582
H -0.367 -1.604 -1.661
H -0.417 -0.960 2.367
H 0.072 -2.629 1.669
```

Energies in kJ/mol, measured from the most stable structure: i 144.4; ii 0.0.

i.
Molecular formula: C4H11N2
Method: DFT, ωB97M-V with the def2-TZVPD basis set

Results
- gap between HOMO and LUMO (hartree) = 0.35172
- total charge = +1
- structure (SMILES) = CC/C(N)=C/[NH3+]

Geometry as XYZ:
```
17
C4H11N2 (ωB97M-V with the def2-TZVPD basis set)
C -0.114 0.905 2.166
C 0.176 1.222 0.690
C -0.116 0.145 -0.305
C 0.872 -0.361 -1.059
N 0.661 -1.623 -1.798
N -1.428 -0.214 -0.384
H 0.678 0.294 2.600
H -0.994 0.288 2.337
H -0.040 1.851 2.691
H 1.059 1.806 0.577
H -0.522 1.997 0.469
H 1.874 0.020 -1.113
H 1.428 -2.260 -1.586
H -0.199 -2.082 -1.484
H 0.566 -1.624 -2.821
H -1.822 -0.584 -1.225
H -2.081 0.222 0.245
```

ii.
Molecular formula: C4H11N2
Method: DFT, ωB97M-V with the def2-TZVPD basis set

Results
- gap between HOMO and LUMO (hartree) = 0.45134
- total charge = +1
- structure (SMILES) = [H]/N=C/C[C@H](C)[NH3+]

Geometry as XYZ:
```
17
C4H11N2 (ωB97M-V with the def2-TZVPD basis set)
C -1.921 -0.676 -0.119
C 2.136 -0.274 0.124
C -0.434 -1.057 -0.227
C 0.730 0.125 -0.254
N -2.300 0.570 0.025
N 0.142 1.379 0.346
H -2.601 -1.464 -0.160
H 2.151 -1.147 0.776
H 2.687 0.541 0.645
H 2.774 -0.498 -0.861
H -0.377 -1.510 -1.260
H -0.345 -1.776 0.540
H 0.768 0.406 -1.345
H -3.323 0.503 0.008
H -0.936 1.123 0.489
H 0.408 2.208 -0.052
H 0.442 1.548 1.325
```

iii.
Molecular formula: C4H11N2
Method: DFT, ωB97M-V with the def2-TZVPD basis set

Results
- gap between HOMO and LUMO (hartree) = 0.41418
- total charge = +1

Geometry as XYZ:
```
17
C4H11N2 (ωB97M-V with the def2-TZVPD basis set)
C 1.693 0.027 -0.463
C 0.590 1.003 -0.830
C 0.276 -0.764 0.569
C -1.787 0.050 -0.731
N 0.429 -0.932 1.915
N -0.599 0.435 0.012
H 2.131 -0.761 -1.120
H 2.405 0.428 0.224
H 0.678 2.142 -0.728
H 0.521 0.938 -1.924
H -0.191 -1.592 0.111
H -1.345 -0.402 -1.580
H -2.497 -0.619 -0.229
H -2.183 1.022 -1.073
H 1.185 -0.614 2.548
H -0.376 -1.389 2.437
H -0.931 1.029 0.863
```

Energies in kJ/mol, measured from the most stable structure: i 0.0; ii 56.1; iii 173.9.

i.
Molecular formula: C4H11N2
Method: DFT, ωB97M-V with the def2-TZVPD basis set

Results
- gap between HOMO and LUMO (hartree) = 0.27373
- total charge = +1

Geometry as XYZ:
```
17
C4H11N2 (ωB97M-V with the def2-TZVPD basis set)
C 1.022 0.202 -0.288
C 1.540 -0.894 0.468
C 1.339 1.608 0.044
C -1.870 -1.277 -0.380
N -2.508 0.867 0.021
N -1.585 0.107 -0.089
H 0.826 -0.134 -1.295
H 0.855 -1.736 0.631
H 1.718 -0.674 1.478
H 2.609 -1.221 0.133
H 2.204 1.599 0.631
H 1.518 2.370 -0.696
H 0.485 2.099 0.641
H -1.212 -1.985 0.171
H -2.980 -1.457 -0.131
H -1.702 -1.412 -1.413
H -2.258 1.938 0.075
```

ii.
Molecular formula: C4H11N2
Method: DFT, ωB97M-V with the def2-TZVPD basis set

Results
- gap between HOMO and LUMO (hartree) = 0.32107
- total charge = +1

Geometry as XYZ:
```
17
C4H11N2 (ωB97M-V with the def2-TZVPD basis set)
C 0.453 0.010 -0.653
C -0.652 -0.819 -2.664
C 1.286 1.320 1.561
C -0.695 -0.135 1.688
N -0.592 -0.361 -1.303
N 0.148 0.783 0.997
H 1.299 0.170 -1.235
H 0.281 -1.205 -2.944
H -1.477 -1.707 -2.616
H -0.902 -0.038 -3.318
H 0.934 1.943 2.360
H 1.719 2.102 0.705
H 2.055 0.651 1.863
H -1.659 -0.313 1.120
H -1.003 0.186 2.606
H -0.288 -1.076 1.870
H -1.482 -0.151 -0.934
```

iii.
Molecular formula: C4H11N2
Method: DFT, ωB97M-V with the def2-TZVPD basis set

Results
- gap between HOMO and LUMO (hartree) = 0.32407
- total charge = +1
- structure (SMILES) = N/C=C/CC[NH3+]

Geometry as XYZ:
```
17
C4H11N2 (ωB97M-V with the def2-TZVPD basis set)
C -1.231 -1.065 -0.257
C 0.220 -1.279 0.262
C 0.788 0.010 0.570
C 1.097 0.821 -0.511
N 1.995 1.814 -0.392
N -1.793 0.218 0.278
H -1.061 -0.923 -1.312
H -1.800 -1.797 0.170
H 0.717 -1.980 -0.341
H 0.070 -1.876 1.120
H 1.102 0.145 1.631
H 0.844 0.440 -1.516
H 2.832 1.588 0.292
H 2.016 2.487 -1.294
H -1.032 0.884 0.066
H -2.015 0.103 1.350
H -2.748 0.409 -0.115
```

iv.
Molecular formula: C4H11N2
Method: DFT, ωB97M-V with the def2-TZVPD basis set

Results
- gap between HOMO and LUMO (hartree) = 0.28899
- total charge = +1
- structure (SMILES) = N/C=C/CC[NH3+]

Geometry as XYZ:
```
17
C4H11N2 (ωB97M-V with the def2-TZVPD basis set)
C -0.405 -1.630 1.252
C 0.346 -0.210 1.047
C 0.360 0.332 -0.284
C 0.807 1.580 -0.745
N 1.069 1.924 -2.034
N -1.874 -1.538 0.656
H -0.453 -2.090 2.195
H 0.183 -2.495 0.603
H 0.134 0.474 1.874
H 1.386 -0.505 1.399
H 0.095 -0.393 -0.859
H 1.089 2.415 0.031
H 1.491 1.138 -2.712
H 1.306 2.859 -2.245
H -2.133 -0.462 0.727
H -1.715 -1.976 -0.247
H -2.392 -2.100 1.252
```

Energies in kJ/mol, measured from the most stable structure: i 216.9; ii 166.0; iii 0.0; iv 46.7.